(1)
{
  "formula": "C34H37BO4S",
  "method": "ωB97M-V/def2-TZVPD",
  "homo_energy_ha": -0.223,
  "total_energy_ha": -2041.732526,
  "fmax_ev_per_a": 3.37,
  "homo_lumo_gap_ev": 2.93,
  "symbols": ["C", "C", "C", "C", "O", "C", "C", "C", "C", "C", "C", "C", "C", "O", "C", "C", "C", "C", "C", "H", "H", "H", "H", "H", "H", "H", "H", "H", "H", "H", "H", "H", "H", "H", "C", "C", "C", "C", "C", "B", "C", "C", "C", "C", "C", "C", "O", "C", "C", "C", "C", "C", "C", "O", "S", "H", "H", "H", "H", "H", "H", "H", "H", "H", "H", "H", "H", "H", "H", "H", "H", "H", "H", "H", "H", "H", "H"],
  "xyz": [[-3.096, -5.385, 4.804], [-2.246, -5.250, 3.530], [-2.712, -3.956, 2.936], [-3.815, -3.517, 3.711], [-4.121, -4.319, 4.766], [-4.449, -2.290, 3.453], [-4.014, -1.558, 2.376], [-3.078, -2.091, 1.421], [-2.967, -1.581, 0.096], [-4.068, -0.918, -0.546], [-3.913, -0.005, -1.628], [-4.972, 0.800, -2.015], [-6.249, 0.625, -1.427], [-7.233, 1.401, -1.957], [-6.618, 2.185, -3.052], [-5.118, 1.840, -3.080], [-6.467, -0.360, -0.462], [-5.413, -1.162, -0.106], [-2.321, -3.234, 1.823], [-3.617, -6.349, 4.892], [-2.484, -5.218, 5.707], [-1.177, -5.244, 3.769], [-2.444, -6.091, 2.851], [-5.258, -1.976, 4.100], [-4.447, -0.570, 2.202], [-2.079, -1.833, -0.490], [-2.939, 0.129, -2.105], [-7.126, 1.902, -3.990], [-6.808, 3.249, -2.846], [-4.522, 2.737, -2.869], [-4.822, 1.461, -4.068], [-7.460, -0.484, -0.048], [-5.587, -1.975, 0.590], [-1.460, -3.542, 1.215], [5.914, 0.028, -4.924], [4.947, -0.106, -3.808], [4.534, -1.271, -3.200], [3.706, -1.064, -2.027], [3.460, 0.274, -1.805], [2.957, 1.113, -0.468], [1.379, 1.485, -0.792], [1.073, 2.718, -1.348], [-0.254, 3.036, -1.679], [-1.279, 2.134, -1.369], [-0.962, 0.945, -0.712], [0.371, 0.600, -0.441], [3.166, 0.325, 0.702], [3.893, 1.155, 1.600], [2.883, 1.820, 2.545], [4.832, 0.285, 2.414], [4.643, 2.203, 0.606], [4.867, 3.603, 1.174], [5.920, 1.604, 0.020], [3.702, 2.345, -0.447], [4.184, 1.250, -3.056], [6.221, -0.971, -5.258], [5.437, 0.571, -5.748], [6.824, 0.569, -4.623], [4.869, -2.238, -3.566], [3.336, -1.890, -1.417], [1.869, 3.437, -1.542], [-0.471, 3.992, -2.149], [-2.315, 2.370, -1.626], [-1.743, 0.265, -0.375], [0.614, -0.352, 0.026], [3.376, 2.251, 3.426], [2.304, 2.602, 2.040], [2.179, 1.057, 2.894], [5.321, 0.890, 3.185], [4.256, -0.509, 2.902], [5.590, -0.182, 1.782], [5.512, 3.581, 2.059], [5.346, 4.228, 0.411], [3.906, 4.060, 1.436], [6.716, 1.612, 0.775], [5.759, 0.573, -0.324], [6.260, 2.181, -0.848]]
}


(2)
{
  "formula": "C34H37F6GeNO4P2Zn",
  "method": "ωB97M-V/def2-TZVPD",
  "homo_energy_ha": [0.012, 0.014],
  "charge": -2,
  "total_energy_ha": -6811.732591,
  "fmax_ev_per_a": 0.14,
  "homo_lumo_gap_ev": [4.02, 3.93],
  "symbols": ["Zn", "C", "P", "C", "C", "C", "C", "C", "C", "C", "P", "C", "C", "H", "H", "H", "H", "H", "H", "H", "H", "H", "H", "H", "H", "H", "H", "H", "H", "C", "C", "C", "C", "C", "C", "C", "F", "C", "C", "C", "O", "C", "C", "N", "C", "C", "O", "O", "H", "H", "H", "H", "H", "H", "H", "H", "H", "H", "H", "C", "Ge", "C", "C", "C", "H", "H", "H", "H", "H", "H", "H", "H", "H", "H", "F", "C", "C", "F", "C", "F", "C", "O", "C", "F", "C", "F"],
  "xyz": [[-0.572, 1.286, -0.653], [-1.743, 5.251, 2.036], [-1.143, 3.773, 1.054], [-1.107, 4.595, -0.598], [0.635, 3.865, 1.543], [1.438, 4.941, 1.170], [2.782, 4.993, 1.513], [3.340, 3.966, 2.256], [2.546, 2.898, 2.651], [1.200, 2.824, 2.298], [0.146, 1.410, 2.857], [0.441, 1.688, 4.681], [1.309, -0.035, 2.609], [-1.149, 6.154, 1.865], [-1.729, 5.008, 3.100], [-2.779, 5.447, 1.748], [-0.890, 5.666, -0.541], [-2.086, 4.454, -1.059], [-0.383, 4.099, -1.246], [1.011, 5.743, 0.579], [3.392, 5.832, 1.195], [4.390, 3.994, 2.527], [2.990, 2.098, 3.236], [1.500, 1.742, 4.946], [-0.024, 0.877, 5.242], [-0.042, 2.622, 4.975], [1.787, -0.292, 3.562], [2.099, 0.310, 1.937], [1.398, -1.962, 1.640], [1.262, -3.046, -6.511], [2.390, -2.472, -5.654], [3.481, -3.497, -5.357], [2.918, -4.648, -4.533], [2.100, -4.141, -3.376], [1.811, -5.019, -2.294], [1.077, -4.523, -1.239], [0.802, -5.372, -0.199], [0.610, -3.235, -1.164], [0.888, -2.334, -2.232], [0.423, -0.992, -2.180], [-0.307, -0.625, -1.177], [0.781, -0.121, -3.288], [1.450, -0.655, -4.334], [1.866, -1.957, -4.402], [1.633, -2.838, -3.341], [0.514, 1.374, -3.395], [0.602, 1.894, -4.511], [0.269, 2.017, -2.316], [1.654, -3.472, -7.439], [0.546, -2.261, -6.758], [0.730, -3.825, -5.965], [2.834, -1.622, -6.179], [4.273, -2.996, -4.794], [3.913, -3.856, -6.295], [3.739, -5.266, -4.156], [2.319, -5.308, -5.176], [2.166, -6.041, -2.290], [0.036, -2.887, -0.320], [1.686, -0.030, -5.185], [-1.691, -1.323, 4.352], [-0.607, -2.324, 3.058], [-1.806, -3.349, 1.902], [0.461, -3.608, 4.112], [0.630, -1.255, 1.975], [-2.500, -1.967, 4.702], [-2.131, -0.436, 3.900], [-1.096, -1.027, 5.217], [-2.574, -3.843, 2.502], [-1.256, -4.110, 1.347], [-2.290, -2.684, 1.187], [-0.182, -4.239, 4.729], [1.157, -3.082, 4.770], [1.038, -4.251, 3.445], [0.103, -0.947, 1.068], [-6.492, 2.299, 2.789], [-5.527, 2.113, 1.858], [-5.469, 2.905, 0.729], [-6.387, 3.880, 0.561], [-4.489, 2.708, -0.223], [-4.481, 3.527, -1.297], [-3.493, 1.710, -0.117], [-2.581, 1.550, -1.001], [-3.612, 0.912, 1.046], [-2.724, -0.079, 1.236], [-4.584, 1.109, 2.002], [-4.638, 0.314, 3.089]]
}


(3)
{
  "formula": "C34H37F6N2OPdSSbSi",
  "method": "ωB97M-V/def2-TZVPD",
  "homo_energy_ha": [-0.142, -0.182],
  "charge": -1,
  "s2": 0.754,
  "total_energy_ha": -3157.778609,
  "fmax_ev_per_a": 1.60,
  "spin_multiplicity": 2,
  "homo_lumo_gap_ev": [6.30, 7.34],
  "symbols": ["Pd", "N", "C", "C", "C", "C", "N", "H", "H", "H", "H", "H", "H", "H", "H", "H", "H", "H", "H", "F", "Sb", "F", "F", "F", "F", "F", "O", "S", "C", "C", "C", "C", "C", "C", "C", "C", "C", "C", "C", "C", "H", "H", "H", "H", "H", "H", "H", "H", "H", "H", "C", "C", "C", "C", "C", "C", "Si", "C", "C", "C", "C", "C", "C", "C", "C", "C", "C", "C", "C", "H", "H", "H", "H", "H", "H", "H", "H", "H", "H", "H", "H", "H", "H", "H"],
  "xyz": [[-0.347, -0.128, -0.066], [2.122, -0.079, 0.309], [2.790, 0.582, 1.444], [1.813, 1.057, 2.513], [1.398, 0.017, 3.550], [0.522, -1.123, 3.041], [-0.659, -0.637, 2.318], [2.231, -1.086, 0.344], [2.496, 0.239, -0.574], [3.322, 1.454, 1.061], [3.539, -0.091, 1.883], [0.928, 1.436, 2.003], [2.235, 1.921, 3.028], [0.860, 0.536, 4.350], [2.286, -0.431, 4.012], [0.231, -1.737, 3.904], [1.087, -1.775, 2.368], [-0.990, 0.249, 2.692], [-1.418, -1.305, 2.375], [-1.214, 2.133, 1.053], [-0.547, 3.960, 0.961], [0.177, 5.701, 1.266], [-0.179, 3.673, 2.825], [1.230, 3.394, 0.617], [-2.324, 4.410, 1.525], [-1.143, 4.800, -0.660], [-0.279, 2.489, -1.299], [-1.010, 1.408, -2.022], [-1.222, 2.107, -3.686], [-1.796, 1.344, -4.693], [-1.922, 1.887, -5.961], [-1.475, 3.179, -6.211], [-0.903, 3.926, -5.193], [-0.766, 3.391, -3.918], [-2.753, 1.474, -1.610], [-3.490, 0.318, -1.805], [-4.856, 0.341, -1.564], [-5.457, 1.504, -1.106], [-4.699, 2.652, -0.903], [-3.340, 2.651, -1.170], [-2.154, 0.342, -4.489], [-2.370, 1.302, -6.754], [-1.577, 3.602, -7.202], [-0.560, 4.935, -5.385], [-0.334, 3.955, -3.101], [-3.003, -0.595, -2.125], [-5.437, -0.560, -1.706], [-6.518, 1.515, -0.897], [-5.164, 3.555, -0.531], [-2.745, 3.542, -1.021], [2.556, -5.014, 1.579], [1.226, -4.937, 1.967], [0.328, -4.177, 1.231], [0.722, -3.473, 0.091], [2.066, -3.576, -0.283], [2.973, -4.330, 0.446], [-0.485, -2.315, -0.840], [-2.170, -3.142, -0.432], [-3.055, -2.516, 0.445], [-4.255, -3.105, 0.825], [-4.605, -4.347, 0.320], [-3.746, -4.991, -0.561], [-2.547, -4.395, -0.924], [-0.140, -2.793, -2.664], [-0.281, -1.855, -3.686], [-0.083, -2.182, -5.022], [0.277, -3.474, -5.370], [0.442, -4.426, -4.373], [0.240, -4.085, -3.044], [3.260, -5.604, 2.152], [0.887, -5.470, 2.847], [-0.707, -4.131, 1.551], [2.411, -3.060, -1.174], [4.008, -4.388, 0.129], [-2.802, -1.528, 0.823], [-4.919, -2.587, 1.507], [-5.540, -4.812, 0.608], [-4.011, -5.961, -0.965], [-1.893, -4.919, -1.612], [-0.537, -0.835, -3.430], [-0.201, -1.422, -5.785], [0.437, -3.737, -6.409], [0.735, -5.437, -4.632], [0.394, -4.842, -2.283]]
}


(4)
{
  "formula": "C34H37FN8O4SSr",
  "method": "ωB97M-V/def2-TZVPD",
  "homo_energy_ha": -0.185,
  "total_energy_ha": -2585.634432,
  "fmax_ev_per_a": 1.94,
  "homo_lumo_gap_ev": 3.12,
  "symbols": ["Sr", "C", "C", "C", "C", "C", "H", "H", "H", "H", "H", "C", "C", "N", "C", "C", "C", "O", "O", "C", "O", "C", "C", "C", "F", "C", "C", "C", "N", "C", "C", "N", "C", "C", "H", "H", "H", "H", "H", "H", "H", "H", "H", "H", "H", "H", "H", "H", "H", "H", "H", "H", "O", "C", "C", "C", "C", "C", "C", "C", "N", "C", "C", "N", "H", "H", "H", "H", "H", "H", "H", "C", "C", "C", "N", "N", "C", "N", "S", "H", "H", "H", "H", "H", "H", "H"],
  "xyz": [[0.124, 0.100, -0.248], [1.731, 2.126, 1.103], [1.608, 1.364, 2.287], [0.318, 1.543, 2.799], [-0.373, 2.441, 1.939], [0.500, 2.802, 0.905], [2.625, 2.243, 0.503], [2.383, 0.736, 2.702], [-0.093, 1.073, 3.682], [-1.394, 2.781, 2.061], [0.294, 3.511, 0.111], [-7.489, 0.634, -2.579], [-7.126, 1.378, -1.308], [-5.684, 1.555, -1.150], [-4.986, 0.665, -0.388], [-3.649, 0.636, -0.195], [-3.111, -0.479, 0.718], [-3.946, -1.069, 1.401], [-1.870, -0.664, 0.639], [-2.847, 1.636, -0.869], [-1.626, 1.716, -0.886], [-3.626, 2.673, -1.620], [-2.908, 3.733, -2.164], [-3.569, 4.681, -2.892], [-2.908, 5.754, -3.387], [-4.943, 4.579, -3.130], [-5.658, 3.539, -2.579], [-5.012, 2.582, -1.775], [-5.639, 5.551, -3.922], [-5.003, 6.036, -5.137], [-6.067, 6.806, -5.946], [-7.406, 6.472, -5.346], [-7.514, 7.087, -3.973], [-6.263, 6.643, -3.188], [-8.571, 0.530, -2.668], [-7.049, -0.363, -2.576], [-7.123, 1.150, -3.469], [-7.469, 0.836, -0.428], [-7.601, 2.360, -1.260], [-5.571, -0.092, 0.124], [-1.842, 3.787, -1.978], [-6.714, 3.460, -2.799], [-4.644, 5.178, -5.703], [-4.158, 6.703, -4.953], [-6.092, 6.538, -6.999], [-5.971, 7.886, -5.857], [-7.420, 5.458, -5.202], [-8.184, 6.740, -5.945], [-8.445, 6.726, -3.540], [-7.577, 8.163, -4.121], [-6.562, 6.292, -2.204], [-5.576, 7.488, -3.049], [0.545, -1.859, -1.264], [0.889, -2.536, -2.288], [1.508, -3.812, -2.172], [1.856, -4.548, -3.278], [1.640, -4.066, -4.576], [1.074, -2.813, -4.712], [0.693, -2.044, -3.609], [0.153, -0.692, -3.822], [0.205, 0.374, -3.032], [-0.348, 1.407, -3.761], [-0.756, 0.975, -4.980], [-0.435, -0.364, -5.005], [1.681, -4.180, -1.168], [2.321, -5.518, -3.140], [1.934, -4.638, -5.444], [0.965, -2.408, -5.714], [-0.411, 2.400, -3.346], [-1.223, 1.478, -5.808], [-0.608, -1.015, -5.747], [4.810, -4.369, 1.007], [4.557, -3.340, 2.105], [3.123, -2.905, 2.133], [2.715, -1.856, 1.510], [1.342, -1.694, 1.580], [0.768, -2.628, 2.268], [-0.578, -2.645, 2.484], [1.856, -3.802, 2.902], [5.858, -4.671, 0.975], [4.536, -3.954, 0.036], [4.211, -5.269, 1.161], [5.144, -2.437, 1.936], [4.855, -3.735, 3.080], [-1.152, -2.010, 1.932], [-0.998, -3.508, 2.776]]
}


(5)
{
  "formula": "C34H37MoN7O5S2",
  "method": "ωB97M-V/def2-TZVPD",
  "homo_energy_ha": [-0.485, -0.485],
  "charge": 2,
  "total_energy_ha": -2941.499756,
  "fmax_ev_per_a": 0.37,
  "homo_lumo_gap_ev": [7.40, 7.41],
  "symbols": ["Mo", "C", "C", "N", "N", "C", "S", "S", "C", "C", "C", "C", "C", "C", "C", "C", "C", "C", "C", "C", "C", "O", "H", "H", "H", "H", "H", "H", "H", "H", "H", "H", "H", "H", "H", "H", "O", "C", "O", "C", "N", "C", "C", "C", "H", "H", "H", "H", "H", "H", "H", "H", "H", "C", "C", "N", "C", "C", "C", "C", "C", "C", "C", "C", "N", "C", "N", "H", "H", "H", "H", "H", "H", "H", "H", "H", "N", "C", "C", "O", "O", "H", "H", "H", "H", "H"],
  "xyz": [[-0.120, 0.104, 0.896], [-1.512, -4.016, 1.521], [-1.033, -2.676, 1.977], [-0.685, -1.799, 1.102], [-0.676, -2.037, -0.263], [-1.438, -1.200, -0.928], [-2.193, 0.213, -0.204], [-1.463, -1.464, -2.662], [-3.204, -1.014, -3.034], [-4.197, -1.802, -2.221], [-5.128, -1.143, -1.427], [-6.043, -1.864, -0.671], [-6.032, -3.249, -0.705], [-5.111, -3.914, -1.507], [-4.199, -3.195, -2.261], [-0.986, -2.238, 3.362], [-1.193, -3.134, 4.424], [-1.182, -2.706, 5.731], [-0.983, -1.354, 6.018], [-0.789, -0.448, 4.998], [-0.781, -0.879, 3.670], [-0.591, 0.057, 2.725], [-2.557, -3.931, 1.209], [-1.448, -4.766, 2.301], [-0.939, -4.341, 0.654], [-3.278, -1.253, -4.096], [-3.348, 0.059, -2.919], [-5.154, -0.059, -1.411], [-6.770, -1.340, -0.065], [-6.750, -3.812, -0.124], [-5.115, -4.995, -1.555], [-3.484, -3.717, -2.886], [-1.363, -4.181, 4.216], [-1.339, -3.414, 6.533], [-0.989, -1.014, 7.044], [-0.648, 0.607, 5.198], [2.485, 1.732, -1.744], [1.336, 1.346, -1.682], [0.834, 0.629, -0.735], [0.374, 1.645, -2.836], [1.211, 2.341, -3.886], [0.673, 3.742, -4.077], [-0.057, 4.011, -2.772], [-0.707, 2.663, -2.464], [-0.024, 0.709, -3.225], [1.256, 1.822, -4.760], [2.158, 2.368, -3.462], [-0.010, 3.718, -4.923], [1.500, 4.410, -4.298], [-0.781, 4.815, -2.877], [0.651, 4.289, -1.990], [-1.582, 2.509, -3.096], [-1.025, 2.557, -1.428], [1.766, 4.045, 1.696], [1.503, 2.742, 1.331], [0.283, 2.198, 1.493], [-0.701, 2.942, 2.005], [-0.532, 4.272, 2.372], [0.742, 4.813, 2.233], [-1.610, 5.068, 2.986], [-2.899, 5.179, 2.662], [-3.651, 4.676, 1.497], [-5.039, 4.638, 1.567], [-5.727, 4.203, 0.447], [-5.101, 3.870, -0.678], [-3.779, 3.976, -0.652], [-3.013, 4.341, 0.367], [2.766, 4.441, 1.587], [2.276, 2.095, 0.939], [-1.646, 2.442, 2.154], [0.930, 5.834, 2.541], [-1.285, 5.649, 3.843], [-3.505, 5.777, 3.332], [-5.563, 4.936, 2.465], [-6.808, 4.137, 0.443], [-3.267, 3.745, -1.579], [4.091, -1.252, 4.309], [2.768, -1.187, 3.711], [2.856, -0.463, 2.378], [4.024, 0.031, 2.091], [1.915, -0.353, 1.606], [4.485, -2.183, 4.293], [4.114, -0.914, 5.260], [4.608, -0.248, 2.849], [2.071, -0.622, 4.333], [2.306, -2.160, 3.534]]
}